{"formula": "C31H25F3N6OPSSn", "method": "ωB97M-V/def2-TZVPD", "charge": 1, "gap_ev": 7.69, "energy_ev": -77644.6709, "e_homo_ev": -10.00, "e_above_lowest_kcal_mol": 6.32, "species": ["Sn", "O", "N", "C", "C", "C", "C", "C", "C", "C", "P", "C", "C", "C", "C", "C", "C", "C", "C", "C", "C", "C", "C", "H", "H", "H", "H", "H", "H", "H", "H", "H", "H", "H", "H", "H", "H", "H", "H", "F", "C", "F", "F", "C", "C", "C", "C", "N", "C", "S", "H", "H", "H", "N", "C", "C", "N", "C", "C", "N", "C", "C", "N", "H", "H", "H", "H", "H", "H"], "positions_angstrom": [[-1.841, 0.509, 0.611], [-1.867, -0.513, 3.699], [-0.532, -0.618, 3.297], [0.193, 0.202, 3.942], [1.652, 0.272, 3.720], [2.451, 0.391, 4.859], [3.831, 0.351, 4.769], [4.431, 0.220, 3.519], [3.639, 0.147, 2.388], [2.245, 0.173, 2.475], [1.274, 0.215, 0.920], [1.845, -1.263, 0.023], [2.266, -2.413, 0.688], [2.582, -3.561, -0.029], [2.484, -3.571, -1.414], [2.052, -2.433, -2.084], [1.722, -1.291, -1.369], [2.057, 1.614, 0.040], [1.528, 2.876, 0.312], [2.038, 4.007, -0.308], [3.083, 3.886, -1.213], [3.621, 2.636, -1.487], [3.112, 1.504, -0.865], [-2.250, -1.344, 3.399], [-0.243, 0.813, 4.731], [1.974, 0.491, 5.827], [4.435, 0.421, 5.663], [5.510, 0.197, 3.428], [4.111, 0.094, 1.415], [2.353, -2.413, 1.767], [2.909, -4.447, 0.498], [2.753, -4.460, -1.971], [1.974, -2.435, -3.164], [1.384, -0.407, -1.897], [0.704, 2.978, 1.008], [1.608, 4.977, -0.096], [3.477, 4.766, -1.707], [4.441, 2.540, -2.187], [3.542, 0.536, -1.091], [-0.540, 4.731, -2.506], [-1.364, 4.065, -3.323], [-2.600, 4.542, -3.135], [-1.007, 4.364, -4.581], [-1.302, 2.575, -3.086], [-1.016, 1.721, -4.130], [-0.972, 0.344, -3.926], [-1.203, -0.122, -2.657], [-1.476, 0.704, -1.639], [-1.566, 2.041, -1.813], [-2.027, 2.934, -0.404], [-0.826, 2.131, -5.112], [-0.761, -0.339, -4.736], [-1.170, -1.177, -2.415], [-5.797, -1.807, 0.173], [-6.478, -0.614, 0.282], [-5.522, 0.353, 0.327], [-4.280, -0.232, 0.254], [-4.475, -1.523, 0.152], [-3.359, -2.446, 0.016], [-2.123, -2.025, -0.149], [-1.341, -3.158, -0.210], [-2.124, -4.265, -0.095], [-3.408, -3.798, 0.053], [-6.229, -2.711, 0.088], [-7.553, -0.567, 0.311], [-5.641, 1.419, 0.412], [-0.274, -3.101, -0.336], [-1.892, -5.315, -0.104], [-4.222, -4.376, 0.172]], "atomic_forces_ev_per_a": [[-0.09, -0.05, 0.37], [0.01, -0.08, 0.20], [0.21, 0.10, 0.20], [0.04, -0.09, 0.00], [-0.41, -0.09, 0.45], [0.12, 0.00, 0.11], [-0.12, 0.00, -0.09], [-0.10, 0.01, 0.03], [0.09, 0.09, 0.04], [0.24, -0.06, -0.60], [0.10, 0.24, -0.27], [-0.09, 0.01, -0.02], [0.01, 0.00, -0.02], [-0.02, 0.00, -0.03], [0.01, -0.01, 0.02], [-0.05, -0.01, 0.03], [0.00, -0.07, -0.01], [0.04, -0.08, -0.05], [0.03, -0.01, -0.02], [0.01, -0.02, -0.01], [-0.01, 0.01, 0.01], [0.00, -0.02, 0.00], [0.07, 0.04, 0.00], [-0.05, -0.02, -0.06], [-0.04, 0.01, 0.00], [0.02, -0.01, 0.00], [-0.01, 0.02, -0.01], [-0.02, -0.01, 0.01], [-0.01, -0.03, -0.03], [0.01, 0.00, 0.01], [0.02, 0.01, 0.00], [-0.02, 0.00, 0.01], [0.01, 0.01, 0.02], [0.03, -0.01, 0.00], [-0.02, 0.01, -0.01], [0.01, -0.01, 0.00], [0.00, -0.01, 0.01], [-0.02, 0.00, 0.01], [-0.01, 0.04, 0.02], [0.06, 0.05, 0.02], [0.02, -0.12, 0.05], [-0.06, 0.04, 0.00], [0.00, 0.04, -0.06], [0.00, 0.02, -0.09], [0.04, 0.04, 0.00], [0.00, 0.01, -0.03], [0.00, -0.03, 0.12], [-0.09, -0.06, 0.06], [0.01, 0.02, 0.02], [-0.05, 0.00, -0.14], [-0.01, 0.01, -0.01], [0.00, 0.00, 0.01], [-0.01, 0.01, 0.01], [-0.09, -0.03, -0.01], [0.09, -0.02, -0.01], [0.06, -0.01, 0.07], [0.06, 0.44, -0.29], [-0.01, -0.21, -0.03], [-0.13, -0.01, -0.03], [0.05, -0.21, 0.02], [0.01, 0.11, -0.02], [0.05, 0.04, 0.00], [-0.04, -0.06, -0.01], [0.00, 0.00, -0.01], [0.03, -0.02, 0.00], [0.00, -0.02, -0.01], [0.06, 0.00, -0.01], [-0.01, 0.02, 0.00], [-0.01, 0.01, 0.02]], "nbo_charge": [1.223, -0.559, -0.131, 0.047, -0.083, -0.177, -0.183, -0.194, -0.177, -0.312, 0.875, -0.372, -0.150, -0.226, -0.210, -0.205, -0.230, -0.382, -0.192, -0.198, -0.189, -0.226, -0.152, 0.475, 0.203, 0.221, 0.228, 0.228, 0.223, 0.221, 0.225, 0.225, 0.221, 0.225, 0.221, 0.227, 0.224, 0.221, 0.210, -0.310, 0.983, -0.310, -0.319, -0.219, -0.079, -0.294, 0.084, -0.644, 0.118, -0.272, 0.247, 0.238, 0.222, -0.494, -0.062, -0.070, -0.500, 0.309, 0.296, -0.497, -0.081, -0.067, -0.494, 0.427, 0.241, 0.240, 0.245, 0.240, 0.427]}

***

{"formula": "C31H25GaI2N5OS", "method": "ωB97M-V/def2-TZVPD", "charge": 1, "gap_ev": 7.31, "energy_ev": -121461.7283, "e_homo_ev": -10.10, "species": ["Ga", "I", "C", "C", "C", "I", "C", "O", "C", "C", "N", "C", "C", "C", "C", "C", "C", "N", "C", "H", "H", "H", "H", "H", "H", "H", "H", "H", "H", "H", "S", "C", "C", "C", "C", "C", "C", "N", "C", "C", "C", "C", "C", "C", "C", "H", "H", "H", "H", "H", "H", "H", "H", "N", "C", "C", "C", "C", "C", "N", "H", "H", "H", "H", "H", "H"], "positions_angstrom": [[0.263, -0.338, -0.540], [-4.952, -3.250, 4.000], [-3.718, -2.672, 2.432], [-4.265, -2.092, 1.296], [-3.445, -1.693, 0.253], [-4.305, -0.974, -1.495], [-2.055, -1.850, 0.337], [-1.240, -1.469, -0.630], [-1.528, -2.489, 1.468], [-0.060, -2.793, 1.447], [0.746, -1.562, 1.290], [0.665, -0.749, 2.502], [0.862, 0.703, 2.188], [1.080, 1.643, 3.191], [1.242, 2.966, 2.845], [1.181, 3.322, 1.500], [0.943, 2.335, 0.572], [0.789, 1.049, 0.913], [-2.351, -2.889, 2.508], [-5.332, -1.957, 1.215], [0.243, -3.316, 2.363], [0.184, -3.446, 0.600], [1.720, -1.841, 1.144], [-0.332, -0.881, 2.950], [1.401, -1.061, 3.256], [1.121, 1.322, 4.220], [1.419, 3.712, 3.604], [1.305, 4.340, 1.177], [0.850, 2.561, -0.484], [-1.924, -3.384, 3.369], [-2.468, 2.703, -2.648], [-2.982, 2.816, -0.992], [-4.022, 3.561, -0.452], [-4.281, 3.427, 0.895], [-3.524, 2.563, 1.696], [-2.491, 1.825, 1.164], [-2.219, 1.959, -0.195], [-1.254, 1.270, -0.896], [-1.274, 1.557, -2.162], [-0.307, 0.911, -3.057], [-0.293, 1.190, -4.414], [0.619, 0.548, -5.232], [1.509, -0.359, -4.679], [1.493, -0.618, -3.314], [0.583, 0.001, -2.467], [-4.619, 4.212, -1.067], [-5.087, 3.988, 1.336], [-3.765, 2.464, 2.741], [-1.933, 1.130, 1.774], [-0.987, 1.900, -4.841], [0.635, 0.752, -6.290], [2.222, -0.865, -5.312], [2.217, -1.320, -2.929], [2.374, -3.099, -0.784], [3.272, -2.066, -0.658], [4.654, -2.308, -0.675], [5.506, -1.240, -0.538], [4.972, 0.042, -0.389], [3.603, 0.169, -0.366], [2.755, -0.859, -0.478], [2.758, -3.973, -1.110], [1.482, -2.879, -1.228], [5.025, -3.310, -0.813], [6.574, -1.394, -0.560], [5.601, 0.913, -0.296], [3.149, 1.145, -0.254]], "atomic_forces_ev_per_a": [[-0.43, -0.01, 0.27], [-0.07, -0.03, 0.08], [0.05, 0.03, -0.09], [0.05, -0.03, 0.08], [0.08, -0.07, 0.05], [0.08, 0.16, -0.04], [0.05, 0.01, 0.11], [0.13, -0.19, -0.51], [0.02, -0.09, 0.02], [-0.04, -0.38, -0.05], [0.16, -0.20, 0.18], [0.04, 0.00, 0.28], [0.10, -0.03, 0.37], [-0.01, -0.13, -0.17], [0.01, 0.01, -0.19], [-0.02, -0.19, 0.05], [0.02, 0.35, -0.13], [0.11, 0.19, -0.17], [-0.04, 0.05, 0.01], [-0.10, 0.01, 0.00], [-0.08, 0.03, -0.09], [-0.12, 0.17, 0.21], [-0.49, 0.15, 0.08], [0.19, 0.03, -0.12], [-0.16, 0.01, -0.12], [0.01, -0.05, 0.13], [0.00, 0.09, 0.07], [0.02, 0.17, -0.04], [0.07, 0.00, 0.05], [0.03, -0.04, 0.08], [0.06, -0.03, 0.19], [-0.12, 0.00, 0.01], [0.05, -0.05, 0.04], [0.08, -0.06, 0.06], [-0.04, 0.07, -0.09], [-0.08, 0.06, -0.04], [-0.15, -0.03, 0.02], [0.05, 0.00, -0.18], [0.15, -0.17, -0.10], [-0.15, 0.02, 0.19], [0.09, -0.04, -0.11], [0.06, -0.05, 0.01], [-0.05, 0.05, 0.01], [-0.02, 0.05, -0.04], [0.20, 0.06, -0.09], [-0.11, 0.12, -0.11], [-0.13, 0.09, 0.08], [-0.05, -0.01, 0.17], [0.07, -0.08, 0.04], [-0.08, 0.07, -0.02], [0.01, 0.02, -0.11], [0.08, -0.05, -0.07], [0.07, -0.07, 0.07], [-0.44, -0.43, -0.25], [0.31, -0.25, -0.15], [-0.12, 0.16, 0.02], [-0.15, 0.13, 0.02], [-0.06, -0.11, 0.01], [0.23, 0.26, 0.02], [0.11, 0.31, -0.15], [-0.06, 0.03, 0.04], [0.35, -0.03, 0.13], [0.04, -0.14, -0.02], [0.11, 0.00, 0.00], [0.05, 0.05, 0.01], [0.01, 0.03, -0.02]], "nbo_charge": [1.779, 0.172, -0.190, -0.248, -0.225, 0.180, 0.377, -0.904, -0.144, -0.230, -0.666, -0.281, 0.257, -0.235, -0.110, -0.233, 0.077, -0.583, -0.216, 0.241, 0.202, 0.229, 0.423, 0.251, 0.224, 0.240, 0.241, 0.245, 0.230, 0.224, 0.460, -0.227, -0.199, -0.199, -0.182, -0.242, 0.181, -0.568, 0.111, -0.044, -0.188, -0.197, -0.184, -0.203, -0.536, 0.233, 0.229, 0.224, 0.214, 0.219, 0.227, 0.222, 0.200, -0.811, 0.389, -0.284, -0.121, -0.273, 0.064, -0.545, 0.403, 0.404, 0.230, 0.234, 0.235, 0.198]}

***

{"formula": "C31H26BCrN10O2", "method": "ωB97M-V/def2-TZVPD", "charge": 1, "gap_ev": [5.09, 7.35], "multiplicity": 5, "energy_ev": -80660.2428, "e_homo_ev": [-8.40, -10.91], "e_above_lowest_kcal_mol": 0.00, "species": ["Cr", "C", "C", "N", "C", "C", "N", "C", "C", "C", "C", "C", "N", "C", "C", "N", "C", "C", "N", "C", "C", "C", "N", "C", "C", "H", "H", "H", "H", "H", "H", "H", "H", "H", "H", "H", "H", "O", "B", "O", "C", "C", "C", "C", "C", "C", "H", "H", "H", "H", "N", "C", "C", "C", "N", "H", "H", "H", "H", "C", "N", "C", "C", "N", "C", "H", "H", "H", "H", "H", "H"], "positions_angstrom": [[-1.082, -0.684, 0.075], [-0.975, -0.368, 4.513], [-1.460, -0.384, 3.254], [-0.607, -0.489, 2.219], [0.720, -0.469, 2.426], [1.155, -0.419, 3.749], [0.341, -0.355, 4.745], [1.600, -0.521, 1.256], [2.950, -0.375, 1.252], [3.675, -0.526, -0.006], [2.937, -0.615, -1.145], [1.543, -0.606, -1.138], [0.915, -0.637, 0.068], [0.695, -0.664, -2.273], [1.086, -0.568, -3.631], [0.285, -0.598, -4.642], [-1.057, -0.659, -4.341], [-1.506, -0.679, -3.051], [-0.664, -0.755, -2.002], [5.168, -0.511, 0.008], [5.914, -0.313, -1.161], [7.293, -0.370, -1.098], [7.968, -0.625, 0.029], [7.261, -0.793, 1.130], [5.869, -0.763, 1.170], [-1.609, -0.343, 5.378], [-2.494, -0.364, 2.956], [2.223, -0.398, 3.958], [3.508, -0.212, 2.188], [3.438, -0.706, -2.076], [2.144, -0.425, -3.848], [-1.738, -0.720, -5.185], [-2.573, -0.730, -2.876], [5.387, -0.034, -2.061], [7.849, -0.222, -2.021], [7.798, -0.902, 2.083], [5.397, -0.982, 2.115], [-0.962, 2.323, -1.071], [-1.070, 1.477, 0.063], [-1.204, 2.288, 1.192], [-0.993, 3.599, 0.783], [-0.898, 4.736, 1.577], [-0.687, 5.931, 0.917], [-0.510, 5.976, -0.463], [-0.603, 4.813, -1.247], [-0.826, 3.626, -0.579], [-0.946, 4.657, 2.680], [-0.568, 6.854, 1.479], [-0.267, 6.919, -0.933], [-0.492, 4.814, -2.314], [-1.143, -3.440, -1.014], [-0.712, -4.708, -0.943], [-0.567, -5.000, 0.402], [-0.899, -3.843, 1.078], [-1.255, -2.893, 0.213], [-1.183, -2.841, -1.822], [-0.538, -5.291, -1.822], [-0.172, -5.940, 0.755], [-0.853, -3.615, 2.145], [-6.404, 1.058, -0.617], [-5.265, 0.170, -0.333], [-5.372, -1.196, -0.042], [-4.098, -1.601, 0.183], [-3.221, -0.556, 0.005], [-3.955, 0.480, -0.314], [-7.171, 0.808, 0.122], [-6.775, 0.934, -1.627], [-6.091, 2.084, -0.412], [-6.297, -1.741, -0.005], [-3.753, -2.561, 0.500], [-3.600, 1.466, -0.552]], "atomic_forces_ev_per_a": [[-0.28, 0.90, 0.22], [0.42, 0.32, 1.02], [0.23, -0.46, -1.73], [0.21, 0.02, -1.14], [-0.94, -0.19, 0.35], [1.41, 0.30, -0.95], [-0.68, -0.23, 1.39], [-0.33, 0.25, -1.47], [1.15, -0.43, 0.11], [-0.24, 0.68, 1.46], [0.59, 0.05, -0.12], [-0.37, -0.43, 0.45], [-0.31, -0.01, 0.69], [-0.77, 0.18, 0.01], [1.06, 0.18, 0.55], [-0.87, 0.02, -0.22], [0.26, -0.08, -0.22], [-0.07, -0.38, -0.70], [0.01, 0.20, 0.86], [-0.47, -0.34, -0.39], [-0.43, 0.33, 0.55], [-0.21, -0.24, -0.17], [0.21, 0.24, -0.40], [-0.14, 0.21, 0.65], [0.45, -0.16, 0.17], [-0.28, 0.07, 0.22], [-0.31, 0.01, 0.32], [-0.17, -0.04, 0.08], [-0.45, -0.10, -0.69], [0.32, -0.08, -0.68], [-0.08, -0.14, -0.03], [0.06, 0.16, 0.20], [0.00, 0.08, 0.29], [0.28, -0.09, -0.22], [0.20, -0.01, 0.29], [-0.04, -0.18, -0.58], [-0.14, 0.07, 0.02], [0.47, 0.13, 0.35], [-0.19, 0.70, -0.59], [0.39, 0.06, 0.27], [0.05, -0.01, 0.78], [-0.23, -0.90, 0.68], [0.49, 0.50, -0.07], [-0.13, -0.57, -0.40], [0.07, 0.16, 0.39], [-0.51, -0.41, -0.22], [-0.11, 0.13, -0.84], [-0.10, -0.20, -0.02], [-0.13, -0.01, -0.06], [0.11, 0.15, -0.32], [0.17, -0.59, 0.47], [-0.18, 0.36, 0.52], [0.56, -1.09, -0.74], [-0.08, 0.71, 0.41], [0.28, 0.49, -0.32], [-0.14, 0.09, -0.09], [0.04, -0.18, -0.20], [-0.22, 0.14, 0.28], [-0.15, -0.17, -0.48], [0.45, -0.08, 0.93], [-0.31, -0.79, -0.28], [0.51, 1.02, 0.00], [-0.09, -0.31, 0.09], [0.71, -0.52, 0.12], [-0.96, 0.51, -0.14], [-0.06, 0.09, -0.32], [0.03, 0.01, -0.10], [-0.07, -0.12, -0.29], [-0.10, 0.19, 0.01], [0.08, -0.28, -0.06], [0.11, 0.15, 0.03]], "lowdin_spin": [3.054, 0.001, 0.009, -0.005, 0.008, -0.002, 0.008, 0.029, 0.056, 0.063, 0.011, 0.106, 0.116, 0.115, 0.005, 0.088, 0.115, 0.047, 0.177, 0.003, 0.009, -0.001, 0.010, -0.001, 0.009, 0.000, 0.001, 0.000, 0.003, -0.001, -0.002, 0.006, 0.000, 0.000, 0.000, 0.000, 0.001, -0.010, -0.068, -0.012, -0.005, 0.000, 0.001, 0.001, 0.000, -0.004, 0.000, 0.000, 0.000, 0.000, 0.009, 0.005, 0.002, 0.005, 0.020, 0.002, 0.000, 0.000, 0.000, 0.000, 0.005, 0.000, 0.004, -0.001, 0.007, 0.000, 0.000, 0.000, 0.000, 0.000, -0.001]}